1.
# C2H9N2O2

A 2-piece molecular cluster, C2H9N2O2 overall (ωB97M-V/def2-TZVPD, the Open Molecules 2025 dataset).

Values from the calculation:
- molar mass (g mol⁻¹) = 93.11
- HOMO level (hartree) = -0.5347
- total charge = +1

CARTESIAN COORDINATES (ANGSTROEM)
N -1.57 1.91 0.27
C -0.23 1.36 0.33
C -0.35 0.04 -0.48
N 0.67 -0.73 -0.99
O -1.52 -0.42 -0.52
H -2.00 1.97 1.13
H -1.51 2.89 0.02
H -2.35 1.24 -0.38
H 0.07 1.24 1.49
H 0.48 1.90 -0.33
H 1.67 -0.48 -0.84
H 0.44 -1.18 -1.89
H 2.98 -2.79 1.34
H 1.81 -2.13 0.49
O 2.55 -2.00 1.14

2.
# C2H9N2O2

A 2-piece molecular cluster, C2H9N2O2 overall (ωB97M-V/def2-TZVPD, the Open Molecules 2025 dataset).

Values from the calculation:
- molar mass (g mol⁻¹) = 93.11
- HOMO level (hartree) = -0.5427
- total charge = +1

CARTESIAN COORDINATES (ANGSTROEM)
N 1.27 -0.27 -1.77
C 0.60 0.18 -0.52
C 0.16 -1.13 0.16
N -0.69 -1.05 1.17
O 0.65 -2.17 -0.28
H 1.43 -1.30 -1.56
H 2.15 0.22 -1.93
H 0.69 -0.19 -2.60
H 1.32 0.68 0.11
H -0.22 0.86 -0.71
H -1.04 -0.15 1.49
H -0.94 -1.90 1.66
H -1.73 2.10 2.38
H -2.07 2.36 0.91
O -1.58 1.76 1.49

The structure with the most favorable energy is 2; the runner-up is 2.120 eV above it.